The following is a quantum chemistry calculation of C27H20ClN3O3PS4SbV as an isolated structure at a distorted geometry, from the Open Molecules 2025 dataset.

Its highest occupied orbital energy (spin up / spin down) is -0.3209 / -0.3209 hartree. The value obtained for the orbital gap (spin up / spin down) is 2.313 / 2.304 eV. The total charge is +1.

Positions of all 61 atoms, in Å:
V  -0.582  -1.844  -0.221
Cl  -0.485  -1.321  2.271
C  1.187  -1.452  2.802
C  1.447  -1.389  4.155
C  2.766  -1.482  4.570
C  3.788  -1.632  3.640
C  3.498  -1.690  2.287
C  2.180  -1.599  1.847
P  1.746  -1.639  0.081
C  2.122  0.032  -0.508
C  2.092  1.094  0.397
C  2.253  2.396  -0.055
C  2.452  2.638  -1.406
C  2.498  1.582  -2.309
C  2.323  0.281  -1.867
C  2.907  -2.807  -0.654
C  4.151  -2.368  -1.103
C  5.079  -3.292  -1.560
C  4.770  -4.645  -1.569
C  3.530  -5.082  -1.123
C  2.597  -4.166  -0.665
H  0.643  -1.269  4.869
H  2.993  -1.437  5.626
H  4.814  -1.705  3.975
H  4.296  -1.812  1.566
H  1.964  0.906  1.457
H  2.230  3.219  0.648
H  2.579  3.654  -1.757
H  2.666  1.775  -3.360
H  2.348  -0.537  -2.576
H  4.395  -1.313  -1.101
H  6.044  -2.951  -1.911
H  5.499  -5.361  -1.926
H  3.290  -6.137  -1.130
H  1.634  -4.507  -0.306
S  -3.285  -3.924  -2.773
Sb  -1.169  -4.380  -2.312
S  -0.153  -1.991  -2.296
S  -1.065  -3.839  0.222
O  -4.757  7.452  0.597
S  -4.414  6.192  1.214
O  -2.986  5.973  1.353
O  -5.156  5.900  2.434
C  -4.990  4.882  0.113
N  -6.111  5.059  -0.590
C  -6.512  4.031  -1.322
C  -5.812  2.830  -1.380
C  -4.662  2.762  -0.620
N  -4.246  3.782  0.124
C  -3.768  1.582  -0.546
C  -2.458  1.784  -0.092
C  -1.630  0.706  0.041
N  -2.031  -0.554  -0.251
C  -3.285  -0.758  -0.703
C  -4.168  0.284  -0.855
H  -7.429  4.168  -1.884
H  -6.150  2.012  -2.002
H  -2.135  2.778  0.186
H  -0.615  0.836  0.398
H  -3.557  -1.777  -0.946
H  -5.171  0.071  -1.200

Mulliken atomic charge list, values in e, 6 entries:
1. V 0.65
2. Cl -0.16
3. C 1.34
4. C -0.74
5. C -0.49
6. C -0.88


The following is a quantum chemistry calculation of a 10-piece molecular cluster, C60H150N10O20 overall at a distorted geometry, from the Open Molecules 2025 dataset.

Its highest occupied orbital energy is -0.3057 hartree. The value obtained for the orbital gap is 8.827 eV. The total charge is 0. As for the SMILES: COCCNCCOC.COCCNCCOC.COCCNCCOC.COCCNCCOC.COCCNCCOC.COCCNCCOC.COCCNCCOC.COCCNCCOC.COCCNCCOC.COCCNCCOC.

Positions of all 240 atoms, in Å:
C  0.815  6.442  3.908
O  -0.055  5.692  3.086
C  0.520  5.176  1.852
C  -0.569  4.388  1.076
N  -0.094  3.756  -0.175
C  -1.173  3.547  -1.166
C  -2.295  2.605  -0.761
O  -3.183  3.264  0.050
C  -4.400  2.551  0.207
H  0.300  6.786  4.805
H  1.285  7.266  3.372
H  1.676  5.874  4.262
H  1.347  4.509  2.095
H  0.914  5.971  1.218
H  -1.336  5.129  0.850
H  -1.006  3.650  1.749
H  0.071  2.825  0.178
H  -0.734  3.112  -2.064
H  -1.525  4.551  -1.405
H  -1.909  1.695  -0.302
H  -2.904  2.306  -1.614
H  -5.073  2.577  -0.651
H  -4.910  3.039  1.037
H  -4.200  1.523  0.507
C  0.181  -6.489  4.469
O  1.032  -6.450  3.357
C  1.862  -5.369  3.271
C  2.727  -5.318  2.092
N  2.034  -4.896  0.883
C  2.968  -4.585  -0.235
C  2.134  -4.407  -1.510
O  1.359  -5.552  -1.779
C  0.587  -5.392  -2.993
H  -0.413  -5.581  4.579
H  0.819  -6.463  5.352
H  -0.401  -7.409  4.518
H  2.490  -5.361  4.163
H  1.333  -4.417  3.222
H  3.170  -6.308  1.984
H  3.595  -4.667  2.196
H  1.471  -5.683  0.593
H  3.683  -5.377  -0.459
H  3.578  -3.695  -0.082
H  2.784  -4.169  -2.353
H  1.412  -3.599  -1.404
H  0.123  -6.358  -3.192
H  1.221  -5.124  -3.838
H  -0.174  -4.612  -2.965
C  6.200  -8.984  2.234
O  6.787  -8.136  1.172
C  5.833  -7.826  0.166
C  6.318  -6.604  -0.590
N  6.259  -5.457  0.344
C  6.941  -4.250  -0.160
C  6.953  -3.128  0.819
O  5.745  -2.433  0.938
C  5.516  -1.613  2.093
H  6.984  -9.458  2.824
H  5.451  -9.667  1.835
H  5.656  -8.385  2.965
H  4.827  -7.626  0.533
H  5.745  -8.629  -0.565
H  5.731  -6.517  -1.504
H  7.283  -6.715  -1.085
H  6.755  -5.845  1.134
H  6.559  -3.951  -1.136
H  7.991  -4.526  -0.258
H  7.705  -2.420  0.470
H  7.338  -3.426  1.793
H  4.505  -1.273  1.865
H  6.213  -0.779  2.165
H  5.582  -2.130  3.050
C  -4.337  -1.803  0.308
O  -5.297  -0.985  0.994
C  -6.460  -0.637  0.235
C  -7.325  0.405  1.027
N  -8.474  0.799  0.159
C  -9.034  2.006  0.871
C  -8.237  3.291  0.556
O  -7.723  3.437  -0.830
C  -8.711  3.736  -1.808
H  -3.587  -2.105  1.039
H  -3.762  -1.195  -0.390
H  -4.814  -2.571  -0.301
H  -7.073  -1.517  0.046
H  -6.172  -0.246  -0.741
H  -6.670  1.245  1.261
H  -7.816  0.000  1.912
H  -8.223  0.966  -0.805
H  -9.153  1.862  1.945
H  -10.072  2.171  0.580
H  -7.295  3.265  1.104
H  -8.805  4.132  0.955
H  -8.121  3.796  -2.723
H  -9.052  4.757  -1.637
H  -9.569  3.066  -1.861
C  -2.736  1.562  -4.476
O  -3.167  2.842  -3.970
C  -4.597  2.898  -3.568
C  -5.480  2.931  -4.815
N  -5.121  4.136  -5.522
C  -5.688  4.175  -6.860
C  -4.982  3.247  -7.866
O  -3.590  3.526  -8.142
C  -2.979  2.533  -8.934
H  -1.672  1.437  -4.274
H  -2.927  1.496  -5.547
H  -3.155  0.715  -3.935
H  -4.685  3.745  -2.887
H  -4.839  1.971  -3.048
H  -6.542  2.933  -4.570
H  -5.273  1.992  -5.328
H  -4.132  3.943  -5.577
H  -5.776  5.190  -7.245
H  -6.745  3.923  -6.765
H  -5.453  3.355  -8.843
H  -5.019  2.210  -7.533
H  -2.047  2.841  -9.408
H  -3.669  2.352  -9.758
H  -2.837  1.615  -8.364
C  2.628  4.982  9.086
O  3.456  5.437  8.051
C  3.247  4.752  6.802
C  4.292  5.241  5.800
N  4.110  4.746  4.414
C  3.870  3.329  4.181
C  4.913  2.362  4.746
O  4.467  1.011  4.655
C  5.302  0.098  5.323
H  2.981  5.648  9.874
H  2.838  3.976  9.449
H  1.565  5.078  8.863
H  2.241  4.919  6.416
H  3.404  3.684  6.951
H  5.304  4.992  6.120
H  4.383  6.327  5.773
H  4.845  5.105  3.822
H  3.905  3.216  3.098
H  2.856  3.086  4.497
H  5.082  2.657  5.782
H  5.876  2.416  4.239
H  6.355  0.152  5.047
H  4.953  -0.921  5.152
H  5.164  0.251  6.393
C  0.124  -0.825  -7.087
O  -1.121  -1.527  -7.304
C  -0.993  -2.901  -7.415
C  -0.760  -3.537  -6.049
N  -1.690  -3.151  -5.011
C  -2.912  -3.931  -5.146
C  -3.980  -3.507  -4.069
O  -4.503  -2.257  -4.491
C  -5.671  -1.853  -3.854
H  0.511  -1.019  -6.087
H  -0.027  0.231  -7.311
H  0.979  -1.144  -7.683
H  -0.156  -3.195  -8.048
H  -1.879  -3.315  -7.896
H  0.212  -3.261  -5.638
H  -0.789  -4.624  -6.123
H  -2.067  -2.227  -5.166
H  -2.699  -4.973  -4.908
H  -3.386  -3.949  -6.127
H  -3.613  -3.334  -3.058
H  -4.677  -4.337  -3.955
H  -6.157  -1.096  -4.470
H  -5.469  -1.303  -2.935
H  -6.398  -2.651  -3.705
C  -0.781  3.496  5.326
O  -0.949  2.525  6.390
C  -0.706  1.193  6.034
C  -1.901  0.587  5.293
N  -1.629  -0.832  4.954
C  -2.715  -1.395  4.108
C  -2.553  -2.898  3.778
O  -1.197  -3.219  3.262
C  -0.938  -2.930  1.918
H  0.198  3.463  4.849
H  -0.915  4.512  5.698
H  -1.430  3.258  4.484
H  -0.543  0.659  6.970
H  0.224  1.002  5.498
H  -2.045  1.113  4.349
H  -2.736  0.607  5.993
H  -0.802  -0.926  4.383
H  -2.934  -0.826  3.205
H  -3.624  -1.299  4.702
H  -3.390  -3.201  3.150
H  -2.662  -3.458  4.706
H  0.094  -3.148  1.644
H  -1.283  -1.957  1.568
H  -1.592  -3.575  1.332
C  2.987  6.316  -0.838
O  3.643  5.313  -1.591
C  3.004  4.038  -1.634
C  3.612  3.247  -2.803
N  4.960  2.810  -2.533
C  5.050  1.603  -1.759
C  4.792  0.291  -2.543
O  3.386  0.091  -2.837
C  3.179  -1.254  -3.117
H  2.591  5.912  0.094
H  2.325  6.831  -1.534
H  3.731  7.035  -0.497
H  1.957  4.187  -1.898
H  2.939  3.437  -0.727
H  3.589  3.870  -3.697
H  2.984  2.395  -3.064
H  5.382  3.579  -2.033
H  4.403  1.655  -0.883
H  6.035  1.562  -1.295
H  5.141  -0.553  -1.949
H  5.388  0.357  -3.453
H  3.091  -1.868  -2.220
H  3.953  -1.681  -3.754
H  2.258  -1.280  -3.698
C  -1.161  -1.776  -1.708
O  -0.334  -1.016  -0.913
C  0.356  0.048  -1.561
C  1.502  0.580  -0.620
N  0.880  0.878  0.686
C  2.004  1.007  1.673
C  1.395  0.821  3.097
O  0.892  -0.518  3.353
C  1.865  -1.522  3.591
H  -1.755  -2.479  -1.124
H  -0.517  -2.372  -2.354
H  -1.887  -1.244  -2.323
H  -0.348  0.839  -1.818
H  0.691  -0.261  -2.552
H  1.975  1.509  -0.938
H  2.259  -0.202  -0.561
H  0.263  0.153  1.022
H  2.586  1.919  1.545
H  2.653  0.139  1.557
H  0.582  1.547  3.114
H  2.003  1.181  3.927
H  1.463  -2.432  4.036
H  2.706  -1.130  4.161
H  2.312  -1.794  2.634

Mulliken atomic charge list, values in e, 6 entries:
1. C -0.60
2. O -0.37
3. C -0.23
4. C -0.58
5. N 0.71
6. C -1.54


The following is a quantum chemistry calculation of H6O3 as an isolated structure at a distorted geometry, from the Open Molecules 2025 dataset.

Its highest occupied orbital energy is -0.3414 hartree. The value obtained for the orbital gap is 9.829 eV. The total charge is 0.

Positions of all 9 atoms, in Å:
H  -2.914  -0.445  -0.516
H  -2.001  -1.377  0.264
H  -0.093  0.347  0.324
H  -0.646  1.733  0.036
H  2.184  -0.208  -0.394
H  3.188  -0.174  0.747
O  -2.039  -0.491  -0.114
O  -0.811  0.799  -0.133
O  3.131  -0.186  -0.215

Mulliken atomic charge list, values in e, 6 entries:
1. H 0.24
2. H 0.25
3. H 0.28
4. H 0.25
5. H 0.32
6. H 0.32


The following is a quantum chemistry calculation of an isolated ion of composition C7H10O2PS and charge -1 at a distorted geometry, from the Open Molecules 2025 dataset.

Its highest occupied orbital energy is -0.0956 hartree. The value obtained for the orbital gap is 5.952 eV. The total charge is -1. As for the SMILES: C[C@H](CO)P([O-])c1cccs1.

Positions of all 21 atoms, in Å:
C  -0.506  -2.707  0.861
C  -0.471  -1.430  0.068
C  -0.214  -1.495  -1.488
O  -0.004  -2.828  -1.897
P  0.863  -0.356  0.921
O  0.580  -0.464  2.393
C  0.418  1.418  0.460
C  0.698  2.213  -0.638
C  0.435  3.520  -0.383
C  -0.114  3.781  0.835
S  -0.232  2.342  1.759
H  -0.004  -2.289  1.826
H  -1.547  -2.915  1.176
H  -0.008  -3.528  0.502
H  -1.445  -1.004  0.373
H  0.619  -0.822  -1.669
H  -1.078  -1.204  -1.968
H  0.786  -3.262  -1.557
H  1.116  1.872  -1.578
H  0.639  4.408  -1.149
H  -0.533  4.748  1.153

Mulliken atomic charge list, values in e, 6 entries:
1. C -1.17
2. C 0.27
3. C -0.62
4. O -0.59
5. P -0.19
6. O -0.66


Calculated values (kcal per mole) of relative energy (zero: lowest compared OMol25 entry of this formula, charge and spin) for the records, taken in order: 10.8, 94.4, 77.1, 63.8.